1.
143
Properties=species:S:1:pos:R:3 method="wB97M-V/def2-TZVPD" e_above_lowest_kcal_mol=66.5 smiles="C[C@H]1COC(=O)O1.C[C@H]1COC(=O)O1.C[C@H]1COC(=O)O1.C[C@H]1COC(=O)O1.C[C@H]1COC(=O)O1.C[C@H]1COC(=O)O1.C[C@H]1COC(=O)O1.C[C@H]1COC(=O)O1.C[C@H]1COC(=O)O1.C[C@H]1COC(=O)O1.C[C@H]1COC(=O)O1" energy_ha=-4199.261363 lumo_energy_ev=-0.370 orbital_gap_ev=9.85 charge=0 multiplicity=1
C -5.332 -2.183 0.768
C -4.239 -1.807 -0.216
C -4.752 -1.250 -1.570
O -3.769 -0.229 -1.816
C -3.254 0.267 -0.660
O -2.605 1.231 -0.525
O -3.535 -0.668 0.302
H -4.897 -2.736 1.556
H -6.134 -2.860 0.456
H -5.780 -1.240 1.173
H -3.442 -2.506 -0.350
H -5.753 -0.812 -1.509
H -4.775 -1.916 -2.440
C -0.926 -5.388 0.190
C -1.084 -4.977 1.594
C -2.532 -4.954 2.022
O -2.715 -6.350 2.402
C -1.551 -6.774 2.974
O -1.380 -7.732 3.645
O -0.605 -5.906 2.549
H -1.472 -4.722 -0.486
H -1.383 -6.317 0.003
H 0.153 -5.386 -0.061
H -0.627 -4.030 1.773
H -3.263 -4.708 1.283
H -2.759 -4.389 2.937
C -2.181 5.389 -4.629
C -2.479 4.854 -3.263
C -1.511 3.765 -2.831
O -0.432 4.584 -2.220
C -0.956 5.789 -1.776
O -0.337 6.583 -1.140
O -2.228 5.857 -2.258
H -1.109 5.753 -4.571
H -2.885 6.179 -4.924
H -2.278 4.596 -5.404
H -3.510 4.589 -3.036
H -1.023 3.206 -3.609
H -1.959 3.039 -2.121
C 1.163 0.133 7.248
C 0.823 -0.468 5.896
C 1.764 -0.305 4.737
O 2.037 -1.619 4.287
C 1.400 -2.530 5.132
O 1.546 -3.745 4.966
O 0.699 -1.936 6.030
H 0.448 -0.220 7.949
H 1.023 1.224 7.173
H 2.165 -0.176 7.629
H -0.151 -0.142 5.600
H 2.638 0.121 5.260
H 1.310 0.276 3.879
C -0.279 -2.571 -3.798
C -1.581 -1.931 -3.425
C -1.780 -0.615 -4.197
O -2.862 -0.911 -5.084
C -3.420 -2.060 -4.750
O -4.476 -2.428 -5.222
O -2.754 -2.727 -3.792
H 0.562 -1.894 -3.625
H -0.372 -2.844 -4.839
H -0.138 -3.482 -3.224
H -1.751 -1.777 -2.373
H -0.936 -0.367 -4.855
H -2.077 0.234 -3.631
C 2.403 5.505 0.797
C 2.246 6.984 0.599
C 1.144 7.602 1.380
O 1.551 8.883 1.711
C 2.903 8.930 1.604
O 3.597 9.816 2.022
O 3.367 7.776 1.127
H 2.676 5.326 1.824
H 3.069 5.104 0.081
H 1.366 5.090 0.675
H 2.172 7.167 -0.486
H 0.901 7.047 2.318
H 0.299 7.647 0.687
C 5.069 -0.444 -2.986
C 3.588 -0.796 -3.213
C 3.274 -1.666 -4.452
O 2.962 -2.936 -3.808
C 2.736 -2.769 -2.485
O 2.175 -3.597 -1.768
O 3.006 -1.492 -2.190
H 5.111 0.038 -2.018
H 5.473 0.244 -3.770
H 5.688 -1.364 -2.955
H 3.069 0.147 -3.281
H 4.117 -1.756 -5.095
H 2.376 -1.282 -4.961
C -5.087 1.276 4.673
C -3.944 1.244 3.593
C -2.660 2.045 3.840
O -1.607 1.135 3.687
C -2.107 -0.106 3.438
O -1.347 -0.994 3.287
O -3.435 -0.102 3.530
H -4.663 1.315 5.681
H -5.785 0.475 4.523
H -5.558 2.258 4.638
H -4.324 1.523 2.622
H -2.635 2.428 4.884
H -2.592 2.930 3.211
C 2.874 -4.412 1.778
C 3.055 -5.886 1.922
C 2.731 -6.599 3.227
O 2.259 -7.833 2.772
C 1.742 -7.736 1.574
O 0.922 -8.471 1.041
O 2.084 -6.515 1.037
H 3.652 -3.922 2.361
H 1.864 -4.100 1.967
H 3.144 -4.123 0.751
H 4.097 -6.143 1.644
H 1.998 -6.160 3.857
H 3.637 -6.725 3.796
C 2.587 2.806 -5.293
C 1.915 3.540 -4.112
C 2.523 3.325 -2.745
O 3.207 4.517 -2.471
C 2.712 5.516 -3.266
O 2.937 6.652 -3.112
O 2.007 4.933 -4.271
H 3.698 2.961 -5.148
H 2.366 3.198 -6.273
H 2.371 1.754 -5.260
H 0.855 3.340 -4.111
H 3.155 2.451 -2.763
H 1.852 3.099 -1.947
C 1.120 -1.601 0.902
C 0.212 -0.573 0.455
C 0.764 0.819 0.752
O 1.315 1.221 -0.563
C 0.565 0.604 -1.459
O 0.592 0.924 -2.610
O 0.065 -0.530 -0.984
H 1.202 -1.447 1.966
H 2.096 -1.575 0.438
H 0.745 -2.597 0.684
H -0.762 -0.818 0.836
H 1.528 0.822 1.501
H 0.014 1.574 0.979


2.
143
Properties=species:S:1:pos:R:3 method="wB97M-V/def2-TZVPD" e_above_lowest_kcal_mol=212.3 smiles="C[C@H]1COC(=O)O1.C[C@H]1COC(=O)O1.C[C@H]1COC(=O)O1.C[C@H]1COC(=O)O1.C[C@H]1COC(=O)O1.C[C@H]1COC(=O)O1.C[C@H]1COC(=O)O1.C[C@H]1COC(=O)O1.C[C@H]1COC(=O)O1.C[C@H]1COC(=O)O1.C[C@H]1COC(=O)O1" energy_ha=-4199.029117 lumo_energy_ev=-0.101 orbital_gap_ev=9.91 charge=0 multiplicity=1
C -4.068 0.671 0.966
C -3.238 0.913 2.287
C -3.828 1.533 3.605
O -3.263 0.697 4.544
C -2.610 -0.417 4.063
O -2.074 -1.231 4.832
O -2.699 -0.376 2.729
H -4.274 1.691 0.643
H -5.022 0.173 1.134
H -3.503 0.262 0.129
H -2.332 1.519 2.294
H -4.886 1.281 3.686
H -3.453 2.515 3.893
C 6.896 2.973 -3.998
C 6.695 3.288 -2.532
C 5.511 4.273 -2.327
O 4.716 3.667 -1.345
C 4.982 2.402 -1.251
O 4.245 1.667 -0.587
O 6.136 2.130 -1.901
H 7.322 1.994 -4.217
H 7.602 3.722 -4.357
H 5.949 2.956 -4.538
H 7.609 3.662 -2.070
H 4.930 4.472 -3.228
H 6.021 5.184 -2.016
C 4.581 -1.208 -1.891
C 4.484 -2.407 -0.961
C 5.785 -3.174 -0.708
O 5.707 -3.323 0.688
C 4.822 -2.425 1.261
O 4.624 -2.281 2.419
O 4.134 -1.865 0.319
H 4.564 -1.528 -2.933
H 5.269 -0.394 -1.663
H 3.569 -0.808 -1.830
H 3.723 -3.016 -1.449
H 6.753 -2.711 -0.899
H 5.705 -4.132 -1.221
C -0.326 2.330 5.970
C 0.870 3.067 5.252
C 0.672 4.558 5.253
O 1.960 5.100 5.503
C 2.809 4.144 5.822
O 4.034 4.347 5.962
O 2.161 2.972 5.898
H -1.243 2.579 5.434
H -0.518 2.703 6.976
H -0.293 1.241 5.972
H 1.054 2.676 4.251
H 0.089 4.873 6.118
H 0.150 4.989 4.398
C -2.520 -3.376 -4.632
C -2.707 -4.336 -5.802
C -4.073 -4.564 -6.378
O -3.960 -4.137 -7.794
C -2.697 -4.073 -8.126
O -2.226 -4.068 -9.242
O -2.020 -3.873 -6.896
H -1.481 -3.153 -4.389
H -2.996 -3.888 -3.796
H -3.020 -2.420 -4.786
H -2.442 -5.371 -5.588
H -4.964 -3.970 -6.171
H -4.416 -5.595 -6.465
C -5.636 -4.680 3.593
C -4.173 -4.139 3.812
C -3.049 -4.969 4.301
O -1.988 -4.430 3.605
C -2.420 -3.922 2.474
O -1.616 -3.709 1.550
O -3.802 -3.953 2.523
H -6.236 -4.168 2.841
H -6.118 -4.573 4.564
H -5.609 -5.710 3.236
H -4.158 -3.104 4.152
H -2.998 -5.995 3.938
H -2.821 -4.974 5.367
C -3.479 -5.298 -1.072
C -4.529 -4.308 -0.663
C -3.966 -2.895 -0.496
O -4.819 -2.102 -1.290
C -5.609 -2.819 -2.064
O -6.194 -2.409 -3.062
O -5.524 -4.077 -1.619
H -3.085 -5.165 -2.080
H -4.005 -6.237 -0.901
H -2.544 -5.360 -0.515
H -5.078 -4.824 0.124
H -2.898 -2.706 -0.605
H -4.342 -2.540 0.463
C 0.139 0.505 1.237
C 0.942 -0.153 0.040
C 0.902 -1.632 0.070
O -0.044 -2.101 -0.828
C -0.346 -1.125 -1.592
O -1.037 -1.058 -2.593
O 0.313 0.023 -1.189
H -0.380 1.374 0.834
H 0.621 0.761 2.180
H -0.563 -0.175 1.720
H 1.915 0.329 -0.047
H 0.684 -1.845 1.117
H 1.859 -2.021 -0.276
C 5.643 2.485 2.208
C 5.104 1.145 2.491
C 5.591 0.463 3.844
O 4.339 0.184 4.414
C 3.261 0.585 3.681
O 2.106 0.478 4.051
O 3.743 1.330 2.653
H 6.719 2.455 2.034
H 5.626 3.137 3.082
H 5.056 2.929 1.405
H 5.423 0.406 1.756
H 6.175 1.112 4.495
H 6.205 -0.424 3.685
C -4.462 0.254 -3.477
C -3.461 1.462 -3.433
C -2.414 1.279 -4.460
O -2.683 2.416 -5.326
C -3.641 3.158 -4.860
O -3.958 4.337 -5.179
O -4.184 2.537 -3.864
H -5.194 0.143 -2.676
H -3.860 -0.651 -3.405
H -4.874 -0.084 -4.428
H -3.118 1.474 -2.398
H -2.417 0.278 -4.891
H -1.385 1.480 -4.162
C 1.107 3.727 -1.157
C 0.656 4.670 -0.087
C 1.815 5.523 0.533
O 1.239 6.772 0.636
C 0.229 6.916 -0.268
O -0.142 8.041 -0.625
O 0.058 5.743 -0.799
H 0.273 3.530 -1.830
H 1.443 2.758 -0.787
H 1.797 4.060 -1.933
H -0.051 4.315 0.663
H 2.652 5.561 -0.165
H 2.292 5.100 1.417


3.
146
Properties=species:S:1:pos:R:3 method="wB97M-V/def2-TZVPD" e_above_lowest_kcal_mol=159.2 smiles="C[C@H]1COC(=O)O1.C[C@H]1COC(=O)O1.C[C@H]1COC(=O)O1.C[C@H]1COC(=O)O1.C[C@H]1COC(=O)O1.C[C@H]1COC(=O)O1.C[C@H]1COC(=O)O1.C[C@H]1COC(=O)O1.C[C@H]1COC(=O)O1.C[C@H]1COC(=O)O1.BrCCBr.BrCCBr" energy_ha=-14270.601623 lumo_energy_ev=-0.305 orbital_gap_ev=10.12 charge=0 multiplicity=1
Br -23.648 -16.743 -23.684
C -23.504 -18.776 -23.768
C -22.106 -19.168 -23.343
Br -22.011 -18.897 -21.363
H -23.610 -19.145 -24.788
H -24.290 -19.308 -23.231
H -21.281 -18.674 -23.857
H -22.001 -20.252 -23.398
Br -27.864 -13.498 -19.406
C -26.710 -14.205 -17.908
C -26.054 -15.522 -18.239
Br -25.382 -16.330 -16.510
H -27.284 -14.119 -16.985
H -25.886 -13.493 -17.876
H -25.244 -15.409 -18.959
H -26.795 -16.239 -18.593
C -19.319 -13.701 -16.606
C -20.245 -13.116 -15.539
C -19.586 -12.206 -14.487
O -20.368 -11.065 -14.510
C -21.158 -11.012 -15.519
O -21.737 -10.047 -15.960
O -21.188 -12.201 -16.123
H -18.744 -12.928 -17.116
H -19.938 -14.139 -17.389
H -18.559 -14.339 -16.155
H -20.743 -13.893 -14.960
H -18.561 -12.024 -14.808
H -19.604 -12.746 -13.541
C -25.448 -8.338 -22.202
C -25.321 -7.835 -20.739
C -24.443 -6.589 -20.698
O -25.202 -5.694 -19.984
C -26.393 -6.262 -19.742
O -27.239 -5.836 -18.987
O -26.579 -7.361 -20.427
H -24.519 -8.708 -22.634
H -25.850 -7.572 -22.865
H -26.197 -9.114 -22.356
H -25.000 -8.669 -20.115
H -24.186 -6.154 -21.664
H -23.578 -7.022 -20.197
C -21.854 -12.323 -8.189
C -23.426 -12.138 -8.502
C -23.899 -10.726 -8.911
O -24.719 -10.919 -10.058
C -24.556 -12.211 -10.429
O -25.131 -12.709 -11.376
O -23.740 -12.913 -9.573
H -21.223 -12.022 -9.025
H -21.624 -13.318 -7.808
H -21.648 -11.670 -7.340
H -24.031 -12.532 -7.685
H -22.969 -10.161 -8.982
H -24.343 -10.310 -8.006
C -32.349 -18.303 -18.664
C -31.951 -19.679 -19.290
C -32.728 -19.974 -20.567
O -31.740 -20.494 -21.448
C -30.540 -20.442 -20.884
O -29.510 -21.089 -21.175
O -30.617 -19.749 -19.753
H -31.815 -17.426 -19.029
H -32.045 -18.241 -17.619
H -33.422 -18.131 -18.578
H -32.111 -20.561 -18.669
H -33.191 -19.104 -21.034
H -33.474 -20.766 -20.500
C -24.956 -22.980 -17.784
C -26.186 -22.639 -16.968
C -27.268 -23.699 -16.877
O -27.554 -23.804 -15.521
C -26.753 -23.016 -14.837
O -26.794 -22.869 -13.619
O -25.825 -22.458 -15.647
H -25.151 -22.882 -18.852
H -24.611 -24.002 -17.630
H -24.117 -22.421 -17.370
H -26.641 -21.714 -17.323
H -26.810 -24.643 -17.173
H -28.176 -23.633 -17.477
C -31.675 -8.684 -23.024
C -33.188 -8.715 -23.259
C -33.983 -9.738 -22.354
O -34.926 -8.919 -21.713
C -34.891 -7.634 -22.220
O -35.676 -6.706 -21.945
O -33.808 -7.462 -22.886
H -31.134 -9.233 -23.795
H -31.447 -8.900 -21.980
H -31.291 -7.664 -22.998
H -33.404 -8.906 -24.311
H -33.390 -10.210 -21.570
H -34.475 -10.500 -22.959
C -19.105 -20.579 -15.046
C -19.984 -19.533 -14.332
C -20.923 -20.036 -13.171
O -20.867 -18.870 -12.364
C -19.680 -18.215 -12.557
O -19.246 -17.334 -11.821
O -19.166 -18.601 -13.754
H -18.634 -21.281 -14.358
H -18.282 -20.078 -15.555
H -19.650 -21.237 -15.723
H -20.538 -19.013 -15.113
H -20.628 -20.961 -12.676
H -21.960 -20.053 -13.508
C -29.350 -16.764 -25.498
C -29.835 -15.476 -24.654
C -30.440 -14.417 -25.558
O -31.607 -14.160 -24.799
C -31.906 -15.114 -23.857
O -32.930 -15.180 -23.187
O -30.926 -15.972 -23.821
H -30.192 -17.215 -26.023
H -28.970 -17.575 -24.877
H -28.468 -16.662 -26.131
H -29.062 -15.088 -23.991
H -30.653 -14.666 -26.597
H -29.763 -13.563 -25.567
C -28.972 -17.411 -12.009
C -28.396 -18.000 -10.689
C -26.804 -18.023 -10.666
O -26.421 -17.396 -9.482
C -27.540 -16.884 -8.885
O -27.522 -16.216 -7.831
O -28.605 -17.122 -9.622
H -29.287 -18.203 -12.689
H -28.319 -16.652 -12.439
H -29.926 -16.967 -11.724
H -28.826 -18.981 -10.490
H -26.419 -17.518 -11.552
H -26.354 -19.012 -10.753
C -32.853 -8.190 -16.319
C -31.932 -9.365 -16.713
C -30.616 -9.468 -15.968
O -30.795 -10.644 -15.219
C -31.996 -11.175 -15.421
O -32.400 -12.135 -14.885
O -32.695 -10.488 -16.269
H -33.854 -8.298 -16.736
H -32.354 -7.290 -16.677
H -33.090 -8.086 -15.260
H -31.828 -9.335 -17.798
H -30.455 -8.580 -15.355
H -29.767 -9.488 -16.651